1.
{
  "formula": "C22H67N18O39P2",
  "method": "ωB97M-V/def2-TZVPD",
  "elements": ["C", "P", "O", "P", "C", "C", "C", "O", "O", "H", "H", "H", "H", "H", "H", "H", "H", "H", "H", "H", "H", "H", "C", "N", "O", "O", "H", "H", "H", "C", "N", "O", "O", "H", "H", "H", "C", "N", "O", "O", "H", "H", "H", "C", "N", "O", "O", "H", "H", "H", "C", "N", "O", "O", "H", "H", "H", "C", "N", "O", "O", "H", "H", "H", "C", "N", "O", "O", "H", "H", "H", "C", "N", "O", "O", "H", "H", "H", "C", "N", "O", "O", "H", "H", "H", "C", "N", "O", "O", "H", "H", "H", "C", "N", "O", "O", "H", "H", "H", "C", "N", "O", "O", "H", "H", "H", "C", "N", "O", "O", "H", "H", "H", "C", "N", "O", "O", "H", "H", "H", "C", "N", "O", "O", "H", "H", "H", "C", "N", "O", "O", "H", "H", "H", "C", "N", "O", "O", "H", "H", "H", "C", "N", "O", "O", "H", "H", "H"],
  "coordinates": [[-1.72, 1.24, -1.00], [-0.05, 0.45, -1.21], [-0.18, -1.03, -0.39], [0.15, 0.03, -3.48], [0.62, 1.88, -3.66], [1.89, 2.13, -4.46], [3.12, 1.81, -3.68], [3.35, 2.19, -2.55], [4.06, 1.00, -4.31], [-1.73, 1.89, -0.14], [-2.48, 0.48, -0.87], [-1.94, 1.84, -1.87], [-0.27, -0.81, 0.54], [1.57, -0.34, -3.28], [-0.24, -1.36, -3.27], [-1.27, 0.42, -3.66], [0.25, -0.19, -4.94], [0.79, 2.26, -2.67], [-0.21, 2.40, -4.10], [1.95, 3.20, -4.65], [1.89, 1.64, -5.42], [4.21, 1.32, -5.20], [1.52, 5.40, -0.75], [0.37, 4.95, -1.59], [0.57, 4.66, -2.74], [-0.70, 4.89, -1.02], [2.42, 5.42, -1.35], [1.26, 6.39, -0.38], [1.61, 4.70, 0.07], [4.35, -2.32, -3.71], [3.20, -2.95, -4.40], [3.38, -3.40, -5.52], [2.16, -2.95, -3.81], [5.21, -2.38, -4.37], [4.09, -1.28, -3.51], [4.52, -2.86, -2.79], [-6.27, 1.28, 0.54], [-4.86, 1.16, 1.01], [-4.54, 0.12, 1.56], [-4.14, 2.10, 0.81], [-6.80, 0.37, 0.79], [-6.70, 2.14, 1.05], [-6.25, 1.43, -0.53], [-5.25, -1.19, 4.82], [-6.66, -0.85, 5.15], [-7.03, -0.98, 6.30], [-7.37, -0.45, 4.25], [-4.76, -1.52, 5.72], [-5.28, -1.97, 4.06], [-4.79, -0.29, 4.42], [-1.84, 5.36, 2.01], [-0.97, 6.48, 2.45], [-1.00, 6.81, 3.62], [-0.27, 6.97, 1.60], [-2.41, 5.00, 2.86], [-2.51, 5.75, 1.24], [-1.20, 4.58, 1.60], [7.62, -5.13, -3.67], [6.78, -4.99, -2.45], [7.34, -4.85, -1.38], [5.58, -5.00, -2.62], [8.66, -5.10, -3.38], [7.36, -6.09, -4.12], [7.36, -4.31, -4.33], [11.07, -1.49, -2.66], [10.36, -2.78, -2.83], [9.37, -2.80, -3.54], [10.82, -3.75, -2.28], [10.54, -0.73, -3.22], [11.08, -1.26, -1.60], [12.08, -1.62, -3.04], [-5.36, 7.88, -0.89], [-4.74, 6.83, -0.06], [-4.12, 5.96, -0.61], [-4.90, 6.92, 1.15], [-5.13, 7.67, -1.93], [-6.43, 7.85, -0.71], [-4.95, 8.83, -0.58], [-4.85, 6.94, 4.51], [-6.28, 6.79, 4.89], [-6.54, 6.12, 5.87], [-7.10, 7.34, 4.19], [-4.24, 6.39, 5.22], [-4.74, 6.54, 3.50], [-4.61, 8.00, 4.53], [7.11, -6.57, 1.19], [7.99, -7.33, 2.11], [7.80, -7.22, 3.31], [8.86, -8.02, 1.61], [6.39, -6.01, 1.78], [7.74, -5.91, 0.61], [6.61, -7.29, 0.55], [-7.88, 3.21, 6.46], [-7.60, 2.14, 5.47], [-8.52, 1.42, 5.13], [-6.46, 2.05, 5.08], [-8.94, 3.17, 6.72], [-7.26, 3.03, 7.33], [-7.63, 4.16, 6.00], [1.60, -5.86, -6.66], [1.68, -7.21, -7.27], [0.66, -7.88, -7.32], [2.76, -7.57, -7.69], [0.58, -5.68, -6.34], [2.28, -5.83, -5.82], [1.90, -5.14, -7.42], [8.09, -1.27, -6.19], [9.39, -0.79, -5.65], [9.38, 0.16, -4.91], [10.38, -1.40, -5.98], [7.30, -0.64, -5.80], [8.14, -1.21, -7.27], [7.96, -2.30, -5.87], [3.25, -9.76, 1.26], [4.26, -8.67, 1.35], [4.35, -8.06, 2.39], [4.93, -8.47, 0.36], [2.73, -9.82, 2.21], [2.57, -9.50, 0.46], [3.78, -10.68, 1.04], [-9.64, 0.76, 6.28], [-11.06, 0.71, 6.71], [-11.88, 0.26, 5.94], [-11.32, 1.12, 7.82], [-9.56, 0.37, 5.28], [-9.33, 1.80, 6.32], [-9.07, 0.16, 6.98], [-9.96, -0.33, 1.73], [-9.66, -0.64, 0.31], [-10.59, -0.89, -0.43], [-8.49, -0.63, -0.01], [-11.03, -0.38, 1.88], [-9.45, -1.06, 2.35], [-9.58, 0.67, 1.93], [13.43, 0.26, -6.00], [14.14, 0.33, -4.70], [15.06, 1.10, -4.56], [13.71, -0.42, -3.84], [13.88, 0.97, -6.69], [13.52, -0.75, -6.37], [12.39, 0.51, -5.81], [-8.98, 1.85, 10.23], [-8.21, 0.77, 9.56], [-8.28, -0.35, 10.03], [-7.56, 1.08, 8.59], [-9.51, 1.43, 11.07], [-8.27, 2.61, 10.54], [-9.67, 2.25, 9.49]],
  "multiplicity": 1,
  "largest_force_ev_per_a": 12.15,
  "charge": -1,
  "e_lumo_ev": 0.7
}

2.
{
  "formula": "C18H53N4O13P3",
  "method": "ωB97M-V/def2-TZVPD",
  "elements": ["N", "P", "O", "P", "C", "O", "C", "O", "C", "C", "O", "C", "C", "N", "N", "N", "P", "O", "O", "O", "H", "H", "H", "H", "H", "H", "H", "H", "H", "H", "H", "H", "H", "H", "H", "H", "H", "H", "H", "H", "H", "H", "H", "C", "O", "C", "C", "O", "C", "H", "H", "H", "H", "H", "H", "H", "H", "H", "H", "C", "O", "C", "C", "O", "C", "H", "H", "H", "H", "H", "H", "H", "H", "H", "H", "C", "O", "C", "C", "O", "C", "H", "H", "H", "H", "H", "H", "H", "H", "H", "H"],
  "coordinates": [[0.49, 2.32, 2.03], [-0.54, 1.37, 1.06], [-0.11, 1.85, -0.50], [0.21, -0.83, 0.97], [-0.28, -1.09, 2.78], [-1.47, -1.82, 2.89], [-2.60, -1.16, 2.43], [-2.94, -1.74, 1.20], [-3.81, -0.93, 0.44], [-3.01, -0.25, -0.67], [-3.92, 0.23, -1.64], [1.85, -0.52, 0.16], [3.05, -0.23, 1.11], [2.80, -0.80, 2.45], [3.24, 1.21, 1.26], [4.28, -0.86, 0.60], [0.61, -3.09, 0.61], [0.61, -3.35, -0.86], [2.03, -3.47, 1.32], [-0.43, -4.07, 1.38], [-0.01, 3.01, 2.59], [1.24, 1.88, 2.55], [-0.84, 2.34, -0.88], [-0.86, -0.98, 0.07], [-0.33, -0.13, 3.32], [0.51, -1.69, 3.26], [-2.38, -0.08, 2.28], [-3.40, -1.29, 3.17], [-4.59, -1.58, 0.00], [-4.31, -0.19, 1.08], [-2.43, 0.60, -0.24], [-2.30, -0.98, -1.09], [-3.41, 0.71, -2.29], [1.71, 0.27, -0.60], [2.12, -1.44, -0.40], [3.56, -1.45, 2.69], [2.86, -0.06, 3.14], [3.09, 1.71, 0.39], [4.21, 1.37, 1.53], [4.15, -1.88, 0.57], [4.44, -0.57, -0.37], [2.10, -3.02, 2.18], [-0.95, -4.53, 0.70], [-3.39, -1.40, -6.07], [-3.36, -0.05, -6.50], [-4.22, 0.82, -5.79], [-3.46, 1.66, -4.79], [-2.91, 0.90, -3.72], [-1.52, 0.64, -3.90], [-2.61, -1.93, -6.60], [-3.21, -1.48, -4.99], [-4.36, -1.86, -6.30], [-5.01, 0.25, -5.29], [-4.70, 1.48, -6.52], [-4.15, 2.40, -4.35], [-2.67, 2.21, -5.31], [-0.94, 1.57, -3.85], [-1.34, 0.16, -4.87], [-1.20, -0.03, -3.10], [1.74, -3.96, 8.51], [1.34, -4.92, 7.56], [0.60, -4.38, 6.47], [1.45, -4.26, 5.22], [2.47, -3.28, 5.37], [3.75, -3.83, 5.61], [2.40, -4.46, 9.22], [2.28, -3.13, 8.04], [0.88, -3.55, 9.05], [0.19, -3.41, 6.74], [-0.23, -5.06, 6.27], [0.81, -3.94, 4.39], [1.88, -5.23, 4.97], [4.12, -4.37, 4.73], [3.74, -4.52, 6.46], [4.42, -3.00, 5.83], [0.75, 6.95, -5.22], [1.13, 6.76, -3.87], [0.14, 6.11, -3.09], [0.47, 4.65, -2.86], [0.39, 3.91, -4.07], [1.66, 3.61, -4.63], [1.62, 7.34, -5.75], [0.43, 6.02, -5.69], [-0.06, 7.69, -5.30], [-0.84, 6.20, -3.56], [0.10, 6.61, -2.12], [-0.26, 4.22, -2.17], [1.46, 4.55, -2.41], [2.21, 2.91, -4.00], [2.26, 4.51, -4.78], [1.48, 3.14, -5.60]],
  "smiles": "NP(O)[PH](COCOCCO)(CC(N)(N)N)P(=O)(O)O.COCCOC.COCCOC.COCCOC",
  "multiplicity": 1,
  "largest_force_ev_per_a": 1.89,
  "charge": 0,
  "e_lumo_ev": 0.4
}

3.
{
  "formula": "C3H5O4Sr",
  "method": "ωB97M-V/def2-TZVPD",
  "elements": ["C", "O", "C", "H", "H", "H", "H", "H", "Sr", "O", "C", "O", "O"],
  "coordinates": [[-1.29, -1.78, 0.15], [-0.57, -0.62, 0.48], [-0.92, 0.63, -0.20], [-1.48, -1.83, -0.94], [-0.67, -2.65, 0.41], [-2.24, -1.80, 0.68], [-2.00, 0.81, -0.03], [-0.72, 0.47, -1.28], [0.95, 0.45, 1.91], [-0.10, 1.55, 0.36], [2.88, 1.63, -0.54], [3.34, 2.05, -1.52], [2.80, 1.07, 0.50]],
  "de_lowest_kcal_mol": 21.7,
  "multiplicity": 1,
  "largest_force_ev_per_a": 2.91,
  "charge": 1,
  "e_lumo_ev": -4.4
}

4.
{
  "formula": "C19H39BeN5O6",
  "method": "ωB97M-V/def2-TZVPD",
  "elements": ["Be", "C", "C", "C", "O", "H", "H", "H", "H", "H", "H", "H", "C", "C", "C", "O", "H", "H", "H", "H", "H", "H", "H", "O", "C", "N", "C", "H", "H", "H", "H", "H", "O", "C", "N", "C", "H", "H", "H", "H", "H", "O", "C", "N", "C", "H", "H", "H", "H", "H", "O", "C", "N", "C", "H", "H", "H", "H", "H", "N", "C", "C", "C", "C", "C", "H", "H", "H", "H", "H"],
  "coordinates": [[0.26, 0.45, 0.26], [-3.27, 2.17, 1.45], [-2.33, 3.09, 0.60], [-2.00, 4.42, 1.30], [-1.18, 2.50, 0.11], [-2.80, 2.03, 2.43], [-3.61, 1.25, 0.99], [-4.25, 2.64, 1.61], [-3.03, 3.51, -0.14], [-1.70, 5.16, 0.56], [-1.22, 4.32, 2.06], [-2.90, 4.86, 1.73], [0.85, -4.06, 0.15], [1.75, -3.05, -0.56], [1.89, -3.45, -2.03], [1.37, -1.72, -0.38], [0.21, -3.72, 0.97], [1.39, -4.90, 0.60], [0.14, -4.58, -0.50], [2.79, -3.23, -0.23], [2.52, -4.33, -2.06], [2.44, -2.76, -2.68], [0.90, -3.56, -2.48], [-1.77, -1.24, 0.70], [-2.63, -1.91, 0.14], [-2.48, -3.25, 0.08], [-3.92, -1.35, -0.42], [-1.58, -3.55, 0.44], [-3.06, -3.82, -0.50], [-4.76, -2.02, -0.21], [-3.67, -1.09, -1.45], [-4.16, -0.44, 0.13], [2.34, 0.92, 1.39], [3.33, 0.30, 1.77], [3.50, -0.96, 1.33], [4.30, 0.85, 2.78], [4.30, -1.52, 1.55], [2.77, -1.22, 0.65], [5.14, 0.16, 2.91], [3.75, 0.93, 3.71], [4.70, 1.80, 2.44], [-0.27, 0.85, 2.74], [-0.16, 1.26, 3.88], [0.74, 2.22, 4.17], [-1.01, 0.76, 5.03], [1.28, 2.65, 3.43], [0.81, 2.62, 5.08], [-1.62, -0.09, 4.74], [-1.64, 1.56, 5.42], [-0.47, 0.38, 5.91], [1.71, 1.60, -1.40], [2.36, 1.18, -2.36], [2.43, -0.14, -2.56], [3.18, 2.00, -3.29], [2.04, -0.77, -1.86], [3.30, -0.41, -2.99], [4.24, 1.84, -3.15], [2.92, 3.04, -3.08], [2.89, 1.91, -4.33], [-0.60, -0.05, -2.00], [-0.96, -1.24, -2.48], [-1.83, -1.41, -3.58], [-2.25, -0.30, -4.29], [-1.78, 0.96, -3.91], [-1.01, 1.02, -2.76], [-0.73, -2.15, -1.95], [-2.11, -2.42, -3.87], [-2.98, -0.36, -5.09], [-2.20, 1.90, -4.24], [-0.63, 1.95, -2.37]],
  "de_lowest_kcal_mol": 0.0,
  "multiplicity": 1,
  "largest_force_ev_per_a": 2.31,
  "charge": 0,
  "e_lumo_ev": 0.5
}

5.
{
  "formula": "C5H23N2O4S",
  "method": "ωB97M-V/def2-TZVPD",
  "elements": ["C", "N", "C", "C", "S", "C", "C", "N", "H", "H", "H", "H", "H", "H", "H", "H", "H", "H", "H", "H", "H", "H", "H", "H", "H", "O", "H", "H", "O", "H", "H", "O", "H", "H", "O"],
  "coordinates": [[1.16, 1.47, -0.99], [0.01, 0.55, -0.85], [-1.33, 1.31, -0.90], [-2.21, 0.96, 0.30], [-1.79, 2.07, 1.69], [-1.95, 1.03, -2.28], [1.67, 1.57, 0.45], [2.17, 0.24, 0.91], [1.85, 1.17, -1.79], [0.92, 2.46, -1.46], [0.09, -0.17, -1.56], [-0.95, 2.32, -0.76], [-3.24, 1.21, -0.03], [-2.14, -0.06, 0.66], [-2.90, 2.72, 1.84], [-1.29, 1.64, -2.89], [-3.04, 1.08, -2.34], [-1.88, -0.06, -2.48], [0.79, 2.01, 0.99], [2.52, 2.23, 0.49], [2.12, -0.54, 0.18], [1.57, -0.30, 1.55], [3.10, -0.03, 1.21], [-1.16, -2.96, -2.89], [-0.69, -3.78, -1.86], [-0.89, -2.84, -1.97], [0.85, -1.45, 3.95], [1.78, -0.31, 3.96], [1.50, -1.02, 3.37], [1.48, -2.14, -1.47], [3.07, -2.37, -1.66], [2.37, -2.00, -1.13], [-1.01, -1.91, 1.83], [-1.28, -2.45, 3.24], [-1.25, -1.63, 2.72]],
  "de_lowest_kcal_mol": 35.5,
  "multiplicity": 1,
  "largest_force_ev_per_a": 3.91,
  "charge": 1,
  "e_lumo_ev": -2.6
}

6.
{
  "formula": "C20H27F12O15PSSi",
  "method": "ωB97M-V/def2-TZVPD",
  "elements": ["O", "S", "O", "C", "F", "F", "C", "F", "F", "C", "F", "F", "C", "F", "F", "F", "Si", "C", "C", "C", "C", "O", "C", "C", "O", "C", "F", "F", "F", "P", "O", "O", "H", "H", "H", "H", "H", "H", "H", "H", "H", "H", "H", "H", "H", "H", "H", "O", "C", "O", "C", "C", "O", "H", "H", "H", "H", "O", "C", "O", "C", "C", "O", "H", "H", "H", "H", "O", "C", "O", "C", "C", "O", "H", "H", "H", "H"],
  "coordinates": [[-0.64, -0.61, 2.79], [-1.18, -0.15, 1.53], [-0.61, -0.66, 0.30], [-2.95, -0.77, 1.53], [-3.66, 0.07, 0.73], [-3.46, -0.68, 2.76], [-3.19, -2.20, 0.97], [-2.86, -2.22, -0.33], [-4.52, -2.42, 1.07], [-2.46, -3.36, 1.70], [-2.67, -3.25, 3.02], [-1.15, -3.26, 1.45], [-2.91, -4.78, 1.26], [-2.12, -5.66, 1.87], [-4.17, -5.02, 1.62], [-2.79, -4.93, -0.06], [-1.25, 2.12, 1.55], [-2.36, 2.78, 0.20], [-2.24, 2.17, -1.20], [-3.38, 2.61, -2.12], [-3.25, 4.07, -2.56], [-2.06, 4.31, -3.30], [0.55, 2.67, 1.59], [1.33, 2.95, 0.31], [0.60, 3.81, -0.55], [1.79, 1.70, -0.44], [2.81, 2.01, -1.26], [0.82, 1.19, -1.21], [2.22, 0.74, 0.39], [-2.13, 2.81, 3.57], [-2.33, 1.39, 4.37], [-3.66, 3.17, 3.10], [-3.38, 2.67, 0.58], [-2.16, 3.86, 0.17], [-2.20, 1.08, -1.16], [-1.31, 2.50, -1.65], [-3.38, 1.98, -3.01], [-4.34, 2.50, -1.62], [-3.28, 4.73, -1.68], [-4.09, 4.33, -3.20], [-1.45, 4.79, -2.74], [0.53, 3.57, 2.21], [1.11, 1.94, 2.18], [2.26, 3.45, 0.60], [0.78, 3.57, -1.47], [-2.25, 1.54, 5.31], [-4.23, 2.41, 2.94], [1.89, -2.67, -5.21], [1.43, -2.75, -4.11], [0.97, -1.72, -3.39], [0.30, -2.23, -2.22], [0.94, -3.59, -2.07], [1.31, -3.91, -3.42], [0.47, -1.57, -1.37], [-0.77, -2.29, -2.43], [1.85, -3.56, -1.46], [0.27, -4.36, -1.69], [8.14, -1.54, -5.10], [6.97, -1.71, -5.00], [6.26, -2.63, -5.70], [4.94, -2.71, -5.14], [4.80, -1.36, -4.47], [6.16, -1.03, -4.16], [4.21, -2.88, -5.92], [4.92, -3.53, -4.42], [4.39, -0.60, -5.14], [4.21, -1.38, -3.55], [0.80, 2.64, 4.64], [1.24, 1.58, 4.98], [1.23, 1.11, 6.25], [1.60, -0.27, 6.21], [2.37, -0.37, 4.91], [1.79, 0.69, 4.14], [2.19, -0.51, 7.10], [0.69, -0.87, 6.20], [3.43, -0.16, 5.04], [2.24, -1.32, 4.39]],
  "smiles": "O=S(=O)(C(F)(F)C(F)(F)C(F)(F)C(F)(F)F)[Si@](CCCCO)(C[C@H](O)C(F)(F)F)P(O)O.O=C1OCCO1.O=C1OCCO1.O=C1OCCO1",
  "multiplicity": 1,
  "largest_force_ev_per_a": 0.64,
  "charge": 0,
  "e_lumo_ev": 0.1
}

7.
{
  "formula": "C24H30N4O3S2",
  "method": "ωB97M-V/def2-TZVPD",
  "elements": ["C", "N", "C", "S", "O", "O", "C", "C", "C", "C", "C", "C", "C", "S", "C", "N", "C", "C", "C", "C", "C", "C", "N", "C", "C", "C", "N", "C", "C", "O", "C", "C", "C", "H", "H", "H", "H", "H", "H", "H", "H", "H", "H", "H", "H", "H", "H", "H", "H", "H", "H", "H", "H", "H", "H", "H", "H", "H", "H", "H", "H", "H", "H"],
  "coordinates": [[-6.97, -0.81, 0.82], [-6.03, 0.04, 0.14], [-6.13, 0.17, -1.29], [-4.59, 0.39, 0.86], [-4.04, 1.54, 0.20], [-4.80, 0.44, 2.27], [-3.42, -0.95, 0.53], [-3.77, -2.16, -0.04], [-2.78, -3.10, -0.28], [-1.46, -2.81, 0.02], [-1.11, -1.58, 0.58], [0.28, -1.24, 0.90], [0.68, -0.84, 2.13], [2.40, -0.61, 2.21], [2.54, -1.00, 0.46], [3.55, -0.95, -0.29], [4.85, -0.68, 0.10], [5.64, 0.06, -0.78], [6.96, 0.33, -0.48], [7.52, -0.15, 0.70], [6.75, -0.90, 1.56], [5.42, -1.16, 1.27], [1.31, -1.34, -0.01], [1.13, -1.55, -1.43], [1.33, -0.29, -2.27], [0.32, 0.82, -1.98], [0.47, 1.44, -0.67], [-0.64, 2.34, -0.40], [-0.50, 2.93, 0.99], [0.70, 3.67, 1.11], [1.80, 2.84, 0.83], [1.71, 2.21, -0.56], [-2.12, -0.66, 0.85], [-6.69, -0.82, 1.87], [-7.98, -0.41, 0.72], [-6.96, -1.83, 0.43], [-5.99, -0.79, -1.80], [-5.35, 0.86, -1.60], [-7.11, 0.58, -1.56], [-4.80, -2.38, -0.28], [-3.03, -4.06, -0.70], [-0.69, -3.56, -0.15], [0.08, -0.73, 3.01], [5.20, 0.43, -1.70], [7.56, 0.91, -1.16], [8.55, 0.06, 0.93], [7.18, -1.28, 2.48], [4.83, -1.77, 1.95], [0.12, -1.94, -1.60], [1.87, -2.30, -1.75], [2.35, 0.06, -2.13], [1.22, -0.57, -3.32], [-0.69, 0.40, -2.01], [0.40, 1.58, -2.78], [-1.59, 1.79, -0.47], [-0.67, 3.16, -1.14], [-1.31, 3.62, 1.20], [-0.50, 2.12, 1.74], [2.69, 3.47, 0.90], [1.86, 2.04, 1.59], [2.57, 1.55, -0.70], [1.74, 3.01, -1.32], [-1.89, 0.30, 1.29]],
  "smiles": "CN(C)S(=O)(=O)c1cccc(-c2cs/c(=N\\c3ccccc3)n2CCCN2CCOCC2)c1",
  "de_lowest_kcal_mol": 63.3,
  "multiplicity": 1,
  "largest_force_ev_per_a": 1.13,
  "charge": 0,
  "e_lumo_ev": 0.4
}